Entry from the Open Molecules 2025 dataset: a structure of composition C46H80MgO31S6 in a non-equilibrium geometry (ωB97M-V with the def2-TZVPD basis set).

Structure (ORCA input):
```
! RIJCOSX wB97M-V def2-TZVPD def2/J DEFGRID3
* xyz 0 1
Mg -0.1767 -1.8215 3.0482
C -0.3551 -0.4580 -0.7403
C -0.1966 -0.7964 0.6093
C -0.2230 0.4303 1.6399
O -0.1837 0.0543 2.8168
C -0.3497 1.7880 1.1160
C -0.5385 1.9765 -0.2371
C -0.5463 0.8141 -1.1927
O -0.7412 0.9308 -2.4825
O -0.4769 3.2119 -0.6563
O -0.1583 -1.9303 1.1328
H -0.4177 -1.2543 -1.4672
H -0.3417 2.6800 1.7248
C 0.5057 5.9815 -2.6440
C 1.7278 5.1885 -2.9242
C 1.5718 3.8019 -3.4277
O 2.1019 3.8642 -4.7058
C 2.4997 5.0259 -5.1003
O 3.0278 5.1430 -6.2134
O 2.2844 5.8982 -4.0588
H 0.1449 5.6593 -1.6672
H -0.2249 5.9405 -3.4518
H 0.7636 7.0236 -2.4548
H 2.4691 5.0945 -2.1306
H 0.5281 3.4963 -3.3530
H 2.2358 3.1334 -2.8797
C 1.3941 -0.9799 -5.4167
C 0.6675 -1.8977 -4.4950
C -0.7911 -2.2345 -4.8381
O -0.8902 -3.6641 -4.9070
C 0.3338 -4.1530 -4.6828
O 0.5773 -5.3523 -4.5724
O 1.2325 -3.1696 -4.6373
H 1.1782 0.0879 -5.3786
H 1.1569 -1.3881 -6.3991
H 2.4547 -1.1710 -5.2533
H 0.6834 -1.5895 -3.4496
H -0.9972 -1.8125 -5.8218
H -1.4524 -1.7488 -4.1206
C 0.8984 -5.2710 -0.7490
C -0.4309 -4.5093 -0.7075
C -1.4756 -4.9331 -1.8088
O -2.6538 -5.2561 -1.0457
C -2.3326 -5.4014 0.2452
O -3.0533 -5.8970 1.0934
O -1.0759 -4.8573 0.4585
H 1.0921 -5.8032 0.1823
H 1.7300 -4.5910 -0.9338
H 0.9161 -6.0286 -1.5325
H -0.3076 -3.4347 -0.8418
H -1.2719 -5.7267 -2.5277
H -1.7769 -4.1429 -2.4966
C -4.1345 0.7492 -2.4331
C -4.0666 -0.7222 -2.7436
C -3.5824 -1.5896 -1.6145
O -4.4219 -2.7515 -1.5948
C -5.5175 -2.3988 -2.2443
O -6.5153 -3.1072 -2.3377
O -5.3524 -1.2366 -2.8985
H -4.0829 1.2015 -3.4235
H -3.3165 1.1290 -1.8209
H -5.0321 0.9562 -1.8504
H -3.5156 -0.9878 -3.6458
H -3.4964 -1.0425 -0.6756
H -2.5882 -1.9282 -1.9062
C -1.2446 1.9556 -5.6510
C -1.6935 3.3562 -6.2062
C -2.6041 4.1129 -5.3087
O -2.2459 5.4799 -5.4729
C -1.0039 5.5445 -6.0536
O -0.4090 6.5812 -6.2711
O -0.5324 4.2479 -6.3240
H -0.6507 2.1857 -4.7665
H -0.6630 1.4495 -6.4216
H -1.9735 1.2137 -5.3247
H -2.1175 3.2103 -7.1997
H -2.5355 3.8219 -4.2605
H -3.6576 3.9552 -5.5397
C 4.1929 1.8634 1.7717
C 4.2003 3.0338 0.8071
C 2.9044 3.7603 0.6487
O 3.3562 5.0938 0.8828
C 4.6528 5.1417 1.2551
O 5.1909 6.0859 1.7801
O 5.2473 3.9943 1.1899
H 3.3645 1.1550 1.7864
H 4.1814 2.1082 2.8339
H 5.0315 1.2196 1.5066
H 4.4745 2.7448 -0.2075
H 2.1891 3.3890 1.3825
H 2.3973 3.6754 -0.3124
C 3.1945 -0.1020 -1.2741
C 3.3466 -0.8612 -2.5608
C 4.8240 -1.0462 -3.0157
O 4.8659 -2.4075 -3.3205
C 3.8651 -3.1075 -2.8185
O 3.7377 -4.3419 -2.7775
O 2.9703 -2.1923 -2.3958
H 2.2342 -0.2894 -0.7938
H 3.3442 0.9646 -1.4416
H 3.9718 -0.4613 -0.5998
H 2.8019 -0.4716 -3.4208
H 5.5979 -0.7444 -2.3099
H 4.9723 -0.5312 -3.9648
C -0.4668 -6.3026 3.2474
S 0.4822 -4.9486 4.0772
O 0.1669 -3.6315 3.3561
C -0.5323 -4.8033 5.6467
H -1.4035 -5.7503 3.1721
H -0.6587 -7.0121 4.0524
H 0.0416 -6.6911 2.3650
H -1.5546 -4.5315 5.3837
H -0.0615 -3.9682 6.1655
H -0.5451 -5.6135 6.3758
C 3.6409 -3.4848 2.5593
S 3.2439 -2.0015 3.6105
O 1.7458 -1.7408 3.4070
C 3.4273 -2.7680 5.2514
H 4.7082 -3.6534 2.7027
H 3.4327 -3.3158 1.5028
H 3.0240 -4.3501 2.8019
H 3.0038 -3.7670 5.3553
H 2.9463 -2.0100 5.8696
H 4.4733 -2.7834 5.5578
C 3.2673 4.8580 5.0383
S 1.4667 4.8022 5.3520
O 1.0984 6.2560 5.1697
C 1.0611 4.0082 3.7225
H 3.5429 4.8241 3.9843
H 3.7126 4.0299 5.5896
H 3.6513 5.8370 5.3252
H 1.1378 4.7620 2.9389
H 0.0848 3.5261 3.7723
H 1.7283 3.1655 3.5413
C -0.9657 0.8958 5.4975
S -1.0793 -0.8876 6.0219
O -0.3287 -1.7176 5.0049
C 0.1445 -0.5862 7.3591
H 0.0615 1.2550 5.4354
H -1.3724 1.3751 6.3880
H -1.6293 1.0824 4.6532
H 0.3408 -1.5182 7.8892
H -0.1205 0.2620 7.9904
H 1.1673 -0.4070 7.0278
C -4.0334 -2.6965 1.4811
S -3.2817 -2.7642 3.1413
O -2.0283 -1.9722 3.0299
C -4.5108 -1.8254 4.1413
H -4.5280 -3.5890 1.0978
H -3.1813 -2.6346 0.8042
H -4.7227 -1.8761 1.2814
H -4.7723 -0.9219 3.5906
H -4.1486 -1.4960 5.1152
H -5.3880 -2.4614 4.2598
C -3.3743 1.5084 2.7286
S -4.0321 1.2295 1.0240
O -5.2528 0.3198 0.9829
C -4.4752 2.9802 0.5243
H -2.5468 2.2058 2.5986
H -3.0055 0.5806 3.1658
H -4.1319 1.9697 3.3621
H -3.5002 3.3542 0.2120
H -4.9320 3.5634 1.3239
H -5.1300 2.8206 -0.3323
*
```

LUMO level in eV: -0.838
Total energy in a.u.: -6722.36529
HOMO-LUMO gap in eV: 7.172
Energy above the lowest of the compared OMol25 structures with the same formula, charge and spin in kJ/mol: 253.95
F_max in Eh/bohr: 0.1010
HOMO level in eV: -8.01